# 1
{
  "formula": "C3H5N3S",
  "method": "ωB97M-V with the def2-TZVPD basis set",
  "symbols": ["C", "C", "C", "N", "N", "N", "S", "H", "H", "H", "H", "H"],
  "coordinates": [[1.2341, 0.7277, 0.0615], [2.2413, 0.0156, 0.2664], [-0.4393, -1.2427, -0.2563], [0.2751, 1.5553, 0.0514], [-1.3507, 0.7161, 0.3964], [-1.3889, -0.3154, -0.3702], [3.5073, -0.9872, 0.2428], [-0.1990, -2.1483, -0.7005], [0.1644, -1.1138, 0.5938], [0.0408, 2.1229, 0.7097], [-2.1470, 1.2869, 0.2355], [-1.9380, -0.6172, -1.2304]],
  "lowdin_charge": [-0.285, -0.728, 0.067, 0.094, 0.017, -0.145, 0.561, 0.077, 0.044, 0.011, 0.089, 0.198],
  "spin_multiplicity": 1,
  "e_tot_ha": -679.50677,
  "homo_lumo_gap_ev": 6.392,
  "relative_energy_ev": 7.5767
}


# 2
{
  "formula": "C3H5N3S",
  "method": "ωB97M-V with the def2-TZVPD basis set",
  "symbols": ["C", "C", "C", "H", "H", "H", "H", "H", "N", "N", "N", "S"],
  "coordinates": [[-2.1479, 1.0091, 0.6667], [0.8259, -0.6808, -0.0899], [1.4663, 0.3034, -1.1101], [-2.6563, 1.9133, 0.4004], [-2.6268, 0.2660, 1.3394], [-0.7538, -0.9335, 1.0988], [2.1668, -1.9945, -0.1800], [0.8254, 1.1824, -1.2696], [-0.9980, 0.8188, 0.1250], [-0.3189, -0.2315, 0.4799], [1.3212, -1.8011, 0.3356], [2.8959, 0.1486, -1.7963]],
  "lowdin_charge": [-0.026, -0.464, -0.598, 0.052, 0.079, 0.157, 0.008, 0.038, -0.059, -0.042, 0.120, 0.735],
  "spin_multiplicity": 1,
  "smiles": "[H]/N=C(\\C=S)NN=C",
  "e_tot_ha": -679.68735,
  "homo_lumo_gap_ev": 8.011,
  "relative_energy_ev": 2.6631
}


# 3
{
  "formula": "C3H5N3S",
  "method": "ωB97M-V with the def2-TZVPD basis set",
  "symbols": ["C", "C", "C", "H", "H", "H", "H", "H", "N", "N", "N", "S"],
  "coordinates": [[-0.6049, 0.8308, 0.3545], [0.6074, -1.1501, 0.3967], [0.5103, -0.6757, -1.0492], [-1.3150, 2.5953, 0.1564], [-0.2734, 0.0687, 2.1283], [1.6901, -1.1223, 0.7455], [0.2066, -2.1518, 0.3362], [-0.7367, 0.8394, -1.8540], [-0.8840, 1.9320, 0.9531], [-0.2956, -0.2581, 1.1150], [-0.3489, 0.4797, -0.9959], [1.4441, -1.3879, -2.2866]],
  "lowdin_charge": [-0.548, -0.196, -0.726, 0.097, 0.174, 0.144, 0.108, 0.141, 0.090, 0.022, 0.109, 0.583],
  "spin_multiplicity": 1,
  "smiles": "[H]/N=C1/NCC(=S)N1",
  "e_tot_ha": -679.74563,
  "homo_lumo_gap_ev": 8.937,
  "relative_energy_ev": 1.0772
}


# 4
{
  "formula": "C3H5N3S2",
  "method": "ωB97M-V with the def2-TZVPD basis set",
  "symbols": ["C", "C", "C", "H", "H", "H", "H", "H", "N", "N", "N", "S", "S"],
  "coordinates": [[1.6497, -0.2810, 1.1979], [-1.2102, 0.3826, -0.8321], [-0.4747, -0.6815, -0.1717], [2.5157, 0.1126, 0.6520], [1.6969, -1.2903, 1.0280], [1.3571, -0.0103, 2.1122], [1.0317, 1.9767, -0.1401], [-3.2129, -1.1872, -1.1664], [0.6154, 0.1448, 0.2804], [0.2689, 1.4240, -0.0893], [-0.7566, 1.5695, -0.9104], [-2.7866, 0.2260, -1.7140], [-0.6942, -2.3859, -0.2467]],
  "lowdin_charge": [0.025, -0.739, -0.712, 0.117, 0.045, 0.063, 0.113, -0.024, -0.120, -0.020, 0.076, 0.664, 0.512],
  "spin_multiplicity": 1,
  "e_tot_ha": -1077.82806,
  "homo_lumo_gap_ev": 7.987,
  "relative_energy_ev": 3.5105
}


# 5
{
  "formula": "C3H5N3S2",
  "method": "ωB97M-V with the def2-TZVPD basis set",
  "symbols": ["C", "C", "C", "H", "H", "H", "H", "H", "N", "N", "N", "S", "S"],
  "coordinates": [[-1.7362, 1.1752, -0.2243], [-0.5130, 0.5040, -0.3147], [1.4395, -0.0523, -0.0527], [-4.2064, -0.1061, -0.3252], [-1.8448, 1.9758, 0.5438], [-2.1192, 1.7435, -1.2140], [2.7966, 0.9073, 1.5669], [-1.2417, -1.2385, -0.5806], [0.7254, 1.0575, -0.0611], [0.8922, -1.2934, -0.3105], [-0.4247, -0.7712, -0.1891], [-2.9762, -0.3710, 0.3349], [3.1715, -0.0036, 0.1329]],
  "lowdin_charge": [-0.275, -0.517, -0.933, -0.121, 0.087, 0.140, 0.076, 0.061, 0.110, 0.097, -0.065, 0.667, 0.673],
  "spin_multiplicity": 1,
  "e_tot_ha": -1077.82628,
  "homo_lumo_gap_ev": 9.013,
  "relative_energy_ev": 3.5591
}


# 6
{
  "formula": "C3H5N5",
  "method": "ωB97M-V with the def2-TZVPD basis set",
  "symbols": ["C", "C", "C", "H", "H", "H", "H", "H", "N", "N", "N", "N", "N"],
  "coordinates": [[-1.7908, -0.6908, -0.1134], [-0.9437, 1.4573, 0.1657], [0.3684, 0.9655, -0.0451], [1.7076, -1.7875, 0.7798], [1.4278, -1.8083, -0.6455], [-2.5919, -1.3239, -0.2603], [-1.3540, 2.4717, 0.3822], [2.3094, 1.1616, -0.1101], [1.6428, -1.0471, 0.0027], [0.3666, -0.4146, 0.1276], [-0.6282, -1.2596, -0.0214], [-1.9885, 0.6206, -0.0768], [1.4746, 1.6549, -0.1854]],
  "lowdin_charge": [-0.232, -0.004, -0.387, 0.124, 0.080, 0.083, 0.131, -0.009, 0.079, -0.171, 0.102, 0.085, 0.117],
  "spin_multiplicity": 1,
  "smiles": "[H]/N=c1/cncnn1N",
  "e_tot_ha": -390.98399,
  "homo_lumo_gap_ev": 7.928,
  "relative_energy_ev": 3.6578
}


# 7
{
  "formula": "C3H5N5OS2",
  "method": "ωB97M-V with the def2-TZVPD basis set",
  "symbols": ["C", "C", "C", "H", "H", "H", "H", "H", "N", "N", "N", "N", "N", "O", "S", "S"],
  "coordinates": [[1.1031, -0.9915, -0.0491], [-1.0499, 0.2960, -0.2763], [-3.3328, -0.2357, 0.0318], [4.0289, 0.5417, -0.5475], [3.5155, 0.9421, 1.1132], [3.0910, -1.5950, 0.9408], [0.9912, 0.9905, -0.6686], [-3.6256, 1.8835, 0.1555], [3.1255, 0.4521, 0.1009], [2.5018, -0.8260, -0.1132], [0.3365, 0.1602, -0.4930], [-1.6403, 1.4050, 0.0103], [-2.9800, 1.1564, -0.0088], [0.6842, -2.1420, -0.0928], [-4.8707, -0.8891, -0.0263], [-1.8782, -1.1482, -0.0768]],
  "lowdin_charge": [-0.548, -0.658, -1.118, 0.119, 0.168, 0.292, 0.155, 0.121, -0.144, -0.068, 0.081, 0.046, -0.064, -0.006, 0.518, 1.105],
  "spin_multiplicity": 1,
  "e_tot_ha": -1262.56751,
  "homo_lumo_gap_ev": 7.719
}


# 8
{
  "formula": "C3H5NO",
  "method": "ωB97M-V with the def2-TZVPD basis set",
  "symbols": ["C", "C", "C", "N", "O", "H", "H", "H", "H", "H"],
  "coordinates": [[1.6688, -0.4151, -0.0316], [-0.6719, 1.0217, -0.0394], [-0.9867, -0.4567, 0.1105], [0.2689, 0.0021, -0.5088], [2.5060, 0.2802, 0.4102], [1.7954, -1.5561, -0.1609], [-1.4609, 1.3171, -0.9089], [-0.5687, 1.8506, 0.6944], [-0.8855, -1.0667, 1.0309], [-1.6655, -0.9771, -0.5962]],
  "lowdin_charge": [-0.275, -0.137, -0.169, -0.086, 0.072, 0.145, 0.138, 0.109, 0.103, 0.099],
  "spin_multiplicity": 1,
  "smiles": "O=CN1CC1",
  "e_tot_ha": -247.21497,
  "homo_lumo_gap_ev": 10.394,
  "relative_energy_ev": 2.5108
}


# 9
{
  "formula": "C3H5NO",
  "method": "ωB97M-V with the def2-TZVPD basis set",
  "symbols": ["O", "C", "C", "N", "C", "H", "H", "H", "H", "H"],
  "coordinates": [[-1.8982, -2.1837, 0.9385], [-0.9844, -1.5521, 1.1995], [0.7255, -0.4725, -0.9721], [0.6751, 0.5011, -0.0678], [-0.2887, 1.3237, 0.3241], [1.6702, -0.9682, -1.1486], [-0.1318, -0.6104, -1.6156], [1.5446, 0.6295, 0.4340], [-0.0765, 2.0426, 1.1027], [-1.2357, 1.2899, -0.1946]],
  "lowdin_charge": [0.024, -0.013, -0.090, -0.209, -0.077, 0.049, 0.059, 0.148, 0.049, 0.058],
  "spin_multiplicity": 1,
  "e_tot_ha": -247.20971,
  "homo_lumo_gap_ev": 8.056,
  "relative_energy_ev": 2.6539
}


# 10
{
  "formula": "C3H5NO",
  "method": "ωB97M-V with the def2-TZVPD basis set",
  "symbols": ["C", "C", "N", "C", "O", "H", "H", "H", "H", "H"],
  "coordinates": [[-0.7831, -0.6610, -0.0197], [-0.5521, 0.8008, 0.2367], [0.7591, 0.9391, -0.4200], [1.4028, -0.1472, -0.2686], [0.7718, -1.2555, 0.1128], [-1.1848, -1.3280, 0.7183], [-1.1824, -0.7889, -1.0433], [-1.2465, 1.5379, -0.1988], [-0.4658, 1.0320, 1.3121], [2.4810, -0.1291, -0.4295]],
  "lowdin_charge": [-0.025, -0.222, 0.026, -0.315, -0.049, 0.099, 0.122, 0.116, 0.117, 0.130],
  "spin_multiplicity": 1,
  "smiles": "C1=NCCO1",
  "e_tot_ha": -247.25403,
  "homo_lumo_gap_ev": 10.491,
  "relative_energy_ev": 1.4479
}


# 11
{
  "formula": "C3H5NO",
  "method": "ωB97M-V with the def2-TZVPD basis set",
  "symbols": ["C", "C", "C", "N", "O", "H", "H", "H", "H", "H"],
  "coordinates": [[-1.8934, -0.8410, 0.3736], [-1.0828, -0.9397, -0.6647], [1.4268, 1.5597, -0.4626], [0.1011, -0.9466, 0.1829], [-0.8008, -1.0837, 1.2856], [-2.8868, -0.7108, 0.6077], [2.3228, 0.9664, -0.3582], [0.4592, 1.1160, -0.3484], [1.5351, 2.6226, -0.6594], [0.8189, -1.7430, 0.0435]],
  "lowdin_charge": [-0.103, 0.031, 0.082, -0.068, -0.078, 0.073, -0.020, -0.061, -0.019, 0.163],
  "spin_multiplicity": 1,
  "e_tot_ha": -246.98090,
  "homo_lumo_gap_ev": [10.119, 6.900],
  "relative_energy_ev": 8.8801
}


# 12
{
  "formula": "C3H5NO",
  "method": "ωB97M-V with the def2-TZVPD basis set",
  "symbols": ["C", "O", "C", "C", "N", "H", "H", "H", "H", "H"],
  "coordinates": [[-0.0344, 0.3312, 1.3302], [-0.1573, -0.8436, 0.5515], [0.2446, -0.7347, -0.7817], [-0.4101, 0.3756, -1.5206], [-0.8987, 1.2550, -2.0919], [1.0115, 0.6356, 1.4746], [-0.4651, 0.0972, 2.3048], [-0.5902, 1.1680, 0.8888], [-0.0341, -1.6778, -1.2608], [1.3338, -0.6064, -0.8947]],
  "lowdin_charge": [-0.099, -0.178, -0.220, -0.188, 0.151, 0.094, 0.093, 0.084, 0.132, 0.132],
  "spin_multiplicity": 1,
  "smiles": "COCC#N",
  "e_tot_ha": -247.26608,
  "homo_lumo_gap_ev": 11.684,
  "relative_energy_ev": 1.1199
}


# 13
{
  "formula": "C3H5NO",
  "method": "ωB97M-V with the def2-TZVPD basis set",
  "symbols": ["O", "C", "C", "C", "N", "H", "H", "H", "H", "H"],
  "coordinates": [[1.6537, -0.5632, -0.3426], [0.7866, 0.2452, 0.4455], [-0.4842, 0.4419, -0.3970], [-1.6910, -0.2255, 0.0924], [-2.6366, -0.7849, 0.4548], [1.3650, -1.4834, -0.2868], [0.5930, -0.2023, 1.4269], [1.3124, 1.1918, 0.5856], [-0.0885, -0.0787, -1.2857], [-0.7149, 1.4862, -0.6336]],
  "lowdin_charge": [-0.084, -0.248, -0.157, -0.228, 0.134, 0.096, 0.123, 0.119, 0.124, 0.121],
  "spin_multiplicity": 1,
  "smiles": "N#CCCO",
  "e_tot_ha": -247.27537,
  "homo_lumo_gap_ev": 11.845,
  "relative_energy_ev": 0.8671
}


# 14
{
  "formula": "C3H5NO",
  "method": "ωB97M-V with the def2-TZVPD basis set",
  "symbols": ["O", "C", "C", "C", "N", "H", "H", "H", "H", "H"],
  "coordinates": [[-0.1672, 2.1257, 0.3260], [-0.2419, 0.9621, 0.0390], [-0.4695, -0.2963, 0.8884], [0.3541, -1.0794, -0.1146], [0.0905, 0.3909, -1.1596], [-0.0451, -0.1710, 1.8908], [-1.5061, -0.6291, 0.9384], [1.4098, -1.1369, 0.1529], [-0.0944, -1.0617, -1.1371], [0.6697, 0.8957, -1.8242]],
  "lowdin_charge": [0.083, -0.584, -0.114, 0.028, 0.070, 0.119, 0.110, 0.091, 0.080, 0.116],
  "spin_multiplicity": 1,
  "smiles": "O=C1CCN1",
  "e_tot_ha": -247.18613,
  "homo_lumo_gap_ev": 10.672,
  "relative_energy_ev": 3.2955
}


# 15
{
  "formula": "C3H5NO",
  "method": "ωB97M-V with the def2-TZVPD basis set",
  "symbols": ["C", "C", "C", "N", "O", "H", "H", "H", "H", "H"],
  "coordinates": [[1.3946, 0.8331, 0.0517], [0.5208, 0.0364, -0.5594], [-1.7104, -0.3246, 0.1665], [-0.9051, 0.0672, -0.8748], [-1.5577, 1.0271, 0.0056], [2.4384, 0.5760, 0.0546], [1.0973, 1.7694, 0.4234], [0.9092, -0.8980, -1.0916], [-2.7417, -0.9122, -0.1336], [-1.2261, -0.7642, 1.0714]],
  "lowdin_charge": [0.025, -0.186, -0.275, -0.051, -0.025, 0.053, 0.041, 0.127, 0.164, 0.126],
  "spin_multiplicity": 1,
  "smiles": "C=CN1CO1",
  "e_tot_ha": -247.15900,
  "homo_lumo_gap_ev": 10.763,
  "relative_energy_ev": 4.0338
}


# 16
{
  "formula": "C3H5NO",
  "method": "ωB97M-V with the def2-TZVPD basis set",
  "symbols": ["C", "C", "C", "H", "H", "H", "H", "H", "N", "O"],
  "coordinates": [[0.3260, 1.2120, -1.8345], [-0.2562, 0.5263, -0.8421], [0.1662, -0.7997, 1.1205], [-0.0553, 2.2111, -2.0904], [1.2403, 0.8789, -2.2919], [-1.2521, 0.7309, -0.4090], [1.4642, -0.6055, -0.3915], [1.0528, -1.3507, 1.5987], [0.4192, -0.4748, -0.1367], [-0.8500, -0.5216, 1.7347]],
  "lowdin_charge": [0.006, -0.186, -0.396, 0.060, 0.045, 0.126, 0.183, 0.146, 0.003, 0.014],
  "spin_multiplicity": 1,
  "smiles": "C=CNC=O",
  "e_tot_ha": -247.27678,
  "homo_lumo_gap_ev": 9.967,
  "relative_energy_ev": 0.8289
}


# 17
{
  "formula": "C3H5NO",
  "method": "ωB97M-V with the def2-TZVPD basis set",
  "symbols": ["C", "O", "C", "C", "N", "H", "H", "H", "H", "H"],
  "coordinates": [[-1.1143, 0.6500, 0.3344], [-0.5284, 0.2172, -0.8866], [0.5270, -0.6926, -0.7219], [1.5018, -0.2970, 0.3111], [2.1524, 0.1697, 1.1465], [-1.9972, 1.2589, 0.0753], [-0.4154, 1.3090, 0.8552], [-1.3511, -0.1968, 1.0239], [1.0624, -0.7249, -1.6675], [0.1627, -1.6933, -0.4705]],
  "lowdin_charge": [-0.103, -0.176, -0.222, -0.193, 0.158, 0.097, 0.077, 0.105, 0.129, 0.128],
  "spin_multiplicity": 1,
  "smiles": "COCC#N",
  "e_tot_ha": -247.26327,
  "homo_lumo_gap_ev": 11.610,
  "relative_energy_ev": 1.1964
}


# 18
{
  "formula": "C3H5NO",
  "method": "ωB97M-V with the def2-TZVPD basis set",
  "symbols": ["O", "C", "C", "C", "N", "H", "H", "H", "H", "H"],
  "coordinates": [[-1.1478, 0.2550, -1.7802], [-0.3267, 0.0303, -0.7611], [-0.4406, -0.7802, 0.3300], [0.7205, 0.0132, 0.9057], [0.7942, 0.7389, -0.4020], [-1.8320, -0.3531, -1.2141], [-0.6704, -1.8208, 0.4744], [0.4765, 0.6917, 1.7304], [1.6426, -0.5279, 1.1230], [0.7839, 1.7529, -0.4062]],
  "lowdin_charge": [0.072, -0.525, -0.046, -0.177, 0.063, 0.195, 0.083, 0.107, 0.103, 0.124],
  "spin_multiplicity": 1,
  "e_tot_ha": -247.21049,
  "homo_lumo_gap_ev": 9.122,
  "relative_energy_ev": 2.6325
}


# 19
{
  "formula": "C3H5NO2",
  "method": "ωB97M-V with the def2-TZVPD basis set",
  "symbols": ["C", "C", "C", "O", "O", "N", "H", "H", "H", "H", "H"],
  "coordinates": [[0.1700, -0.2703, 0.1212], [0.0027, 1.2235, -0.2069], [-1.1714, -0.3596, -0.5915], [1.2543, -0.9569, -0.5276], [0.1324, -0.6490, 1.5085], [-1.2868, 0.8901, -0.8430], [1.0988, -1.8860, -0.2879], [0.9559, -0.2727, 1.8627], [-0.1046, 1.8893, 0.6548], [0.7307, 1.6406, -0.9094], [-1.7822, -1.2490, -0.7808]],
  "lowdin_charge": [-0.532, -0.112, -0.057, 0.016, 0.015, 0.096, 0.105, 0.107, 0.118, 0.119, 0.124],
  "spin_multiplicity": 1,
  "e_tot_ha": -322.48564,
  "homo_lumo_gap_ev": 10.804,
  "relative_energy_ev": 2.4134
}


# 20
{
  "formula": "C3H5NO2",
  "method": "ωB97M-V with the def2-TZVPD basis set",
  "symbols": ["N", "C", "O", "C", "C", "O", "H", "H", "H", "H", "H"],
  "coordinates": [[-0.7265, -0.3891, 0.9632], [-0.4310, 1.0506, 0.4510], [-0.5810, 0.8107, -0.9582], [0.2580, -0.3048, -1.1292], [0.3522, -0.7967, 0.2884], [0.8216, 1.1688, 0.8333], [-0.6451, -0.4664, 1.9715], [-1.1704, 1.8114, 0.7286], [1.2436, -0.0656, -1.5396], [-0.2374, -1.0489, -1.7662], [1.0103, -1.5966, 0.6218]],
  "lowdin_charge": [0.121, -0.493, -0.061, -0.173, -0.022, -0.078, 0.137, 0.153, 0.132, 0.137, 0.147],
  "spin_multiplicity": 1,
  "e_tot_ha": -322.43768,
  "homo_lumo_gap_ev": 9.097,
  "relative_energy_ev": 3.7184
}